Record 1
124
Properties=species:S:1:pos:R:3:mulliken_charge:R:1 method="wB97M-V/def2-TZVPD" charge=+7 lumo_energy_ev=-15.993 homo_energy_ev=-23.192
O -15.11 -8.15 -6.12 -0.81
O -15.96 -10.02 -6.12 -0.51
O -10.39 -7.46 -8.20 0.03
O -13.78 -9.80 -6.21 -0.80
O -12.59 -13.49 -6.94 -0.14
N -14.94 -9.34 -6.25 1.22
N -15.00 -0.28 -2.64 -0.01
N -17.11 -2.86 -9.76 0.03
N -17.21 -6.93 -2.03 0.10
N -14.01 -6.26 -8.41 -0.05
N -19.26 -9.30 -8.04 0.04
N -10.05 -10.77 -8.26 0.42
N -15.21 -12.81 -5.85 0.11
N -8.61 -7.90 -2.05 -0.03
C -18.59 -8.55 -7.10 -0.74
C -19.04 -7.59 -9.69 -0.72
C -16.30 -4.29 -2.33 0.97
C -17.24 -5.12 -10.36 -0.74
C -8.96 -7.06 -3.07 -0.36
C -9.15 -7.65 -4.34 -0.50
C -14.55 1.18 -2.71 -0.76
C -16.51 -6.57 -3.15 -0.24
C -8.37 -7.28 -0.73 -0.84
C -8.64 -9.22 -2.12 -0.34
C -17.73 -8.29 -1.91 -0.86
C -12.45 -6.17 -8.06 0.21
C -9.13 -9.08 -4.50 0.00
C -15.32 -12.70 -8.37 -0.78
C -8.44 -9.69 -6.92 -0.57
C -14.16 -1.30 -2.97 -0.43
C -13.77 -14.29 -7.15 -1.11
C -16.08 -5.31 -3.26 -0.81
C -8.82 -10.21 -8.13 -0.76
C -16.29 -0.54 -2.19 -0.25
C -17.51 -6.03 -1.07 -0.34
C -8.92 -9.80 -3.36 -0.59
C -12.29 -5.94 -6.51 -1.39
C -16.74 -1.87 -2.17 -0.80
C -17.59 -3.08 -8.49 -0.56
C -10.86 -10.91 -7.20 -1.47
C -14.62 -2.62 -2.97 -0.78
C -17.06 -4.70 -1.24 -0.68
C -18.14 -7.26 -7.41 -0.37
C -19.52 -8.83 -9.28 -0.36
C -15.10 -13.58 -7.14 0.26
C -16.94 -3.82 -10.67 -0.31
C -11.76 -7.39 -8.62 -0.95
C -17.76 -5.40 -9.09 0.95
C -11.35 -14.27 -7.22 -0.83
C -17.89 -4.41 -8.16 -0.66
C -10.34 -11.34 -9.60 -0.89
C -9.51 -6.55 -8.74 -0.94
C -15.91 -2.91 -2.52 0.86
C -10.53 -10.42 -5.95 -0.45
C -9.36 -9.74 -5.78 1.30
C -16.83 -1.48 -10.12 -0.94
C -19.58 -10.70 -7.61 -0.72
C -18.33 -6.77 -8.73 0.92
H -14.72 -11.93 -5.94 -0.09
H -7.40 -7.62 -0.37 0.37
H -17.77 -2.05 -1.92 0.59
H -14.52 -11.96 -8.34 0.01
H -13.97 -6.53 -9.38 0.41
H -16.10 -1.34 -10.92 0.37
H -16.13 -12.47 -5.60 0.36
H -13.69 -14.97 -8.00 0.55
H -17.82 -6.38 -0.10 0.50
H -14.43 -6.98 -7.84 0.00
H -10.52 -13.64 -6.88 0.17
H -17.56 -2.24 -7.82 0.46
H -11.84 -7.46 -9.71 0.49
H -7.51 -9.14 -6.79 0.71
H -13.98 -3.37 -3.40 0.48
H -11.36 -14.55 -8.27 0.40
H -15.45 -5.15 -4.13 0.48
H -18.24 -4.57 -7.15 0.59
H -8.56 -6.53 -8.21 0.27
H -9.33 -7.07 -5.23 0.53
H -13.93 1.34 -1.83 0.41
H -12.22 -8.31 -8.26 0.33
H -8.81 -5.99 -2.94 0.45
H -16.39 -0.92 -9.30 0.34
H -12.46 -6.80 -5.86 0.19
H -13.13 -1.00 -3.12 0.51
H -14.92 -13.43 -5.11 0.41
H -20.03 -9.57 -9.88 0.45
H -15.45 1.80 -2.66 0.25
H -13.91 1.39 -3.57 0.37
H -11.80 -11.40 -7.38 1.09
H -11.29 -15.15 -6.58 0.41
H -11.26 -5.59 -6.44 0.36
H -17.00 -8.86 -1.33 0.36
H -9.48 -11.93 -9.90 0.42
H -17.79 -1.18 -10.55 0.40
H -20.32 -10.60 -6.82 0.43
H -11.24 -10.45 -5.13 0.59
H -18.74 -8.27 -1.51 0.44
H -9.96 -5.55 -8.66 0.38
H -17.70 -6.62 -6.67 0.14
H -17.20 -5.96 -11.04 0.65
H -15.87 -14.35 -7.17 0.29
H -12.25 -5.24 -8.60 0.45
H -12.93 -5.12 -6.18 0.60
H -17.67 -8.73 -2.90 0.18
H -16.30 -7.37 -3.85 0.40
H -13.81 -15.02 -6.34 0.47
H -8.16 -10.16 -8.99 0.51
H -11.17 -12.04 -9.46 0.26
H -15.26 -13.17 -9.35 0.47
H -8.82 -10.88 -3.37 0.52
H -17.41 -4.01 -0.48 0.60
H -16.53 -3.55 -11.63 0.48
H -8.22 -9.72 -1.27 0.50
H -8.59 -6.22 -0.90 0.24
H -9.19 -6.74 -9.76 0.33
H -9.01 -7.67 0.06 0.41
H -20.00 -11.26 -8.44 0.32
H -16.21 -12.08 -8.26 0.08
H -14.41 -5.34 -8.30 0.35
H -18.49 -9.09 -6.17 0.70
H -18.73 -11.21 -7.14 0.17
H -19.31 -7.19 -10.65 0.60
H -10.63 -10.51 -10.24 0.31
H -16.85 0.35 -1.95 0.43

Record 2
143
Properties=species:S:1:pos:R:3:mulliken_charge:R:1 method="wB97M-V/def2-TZVPD" smiles="C[C@H]1COC(=O)O1.C[C@H]1COC(=O)O1.C[C@H]1COC(=O)O1.C[C@H]1COC(=O)O1.C[C@H]1COC(=O)O1.C[C@H]1COC(=O)O1.C[C@H]1COC(=O)O1.C[C@H]1COC(=O)O1.C[C@H]1COC(=O)O1.C[C@H]1COC(=O)O1.C[C@H]1COC(=O)O1" lumo_energy_ev=0.345 homo_energy_ev=-10.723
O 9.27 -24.79 12.39 -0.40
O 12.85 -22.63 1.64 -0.50
O 7.89 -25.52 8.11 -0.55
O 16.42 -22.81 2.21 -0.35
O 11.93 -21.25 8.36 -0.20
O 12.02 -20.76 10.52 -0.21
O 14.69 -17.77 2.07 -0.21
O 7.76 -20.35 1.27 -0.58
O 8.82 -20.78 -0.72 -0.32
O 15.61 -17.07 5.31 -0.30
O 7.81 -22.92 5.35 -0.41
O 13.65 -17.24 11.50 -0.53
O 16.36 -18.58 6.80 -0.35
O 9.32 -23.92 3.95 -0.61
O 8.98 -17.89 4.23 -0.38
O 9.90 -24.66 7.80 0.00
O 10.25 -23.52 10.88 0.14
O 12.78 -18.09 9.61 -0.09
O 10.00 -16.04 4.97 -0.37
O 8.58 -22.39 0.76 -0.26
O 16.22 -23.31 0.10 -0.43
O 12.97 -22.93 3.86 -0.46
O 13.75 -21.85 9.60 -0.38
O 16.46 -19.01 4.55 -0.52
O 17.26 -21.38 0.60 -0.59
O 12.59 -16.85 1.81 -0.59
O 12.80 -20.86 3.10 -0.20
O 9.18 -21.70 4.16 0.10
O 11.32 -24.19 12.74 -0.61
O 11.50 -16.86 10.98 -0.40
O 8.87 -17.42 6.43 -0.49
O 9.23 -26.24 6.42 -0.43
O 13.31 -18.45 0.38 -0.42
C 14.31 -15.70 6.76 -0.97
C 11.50 -18.05 8.92 0.86
C 15.73 -25.77 0.16 -1.60
C 9.67 -22.83 -0.03 0.18
C 10.53 -25.87 5.88 -0.47
C 8.81 -23.55 10.57 0.36
C 16.71 -22.40 0.94 0.69
C 12.93 -22.19 2.74 0.13
C 9.25 -17.12 5.34 0.48
C 9.90 -17.47 3.15 2.00
C 8.91 -25.49 7.49 0.46
C 9.84 -16.12 9.43 -1.41
C 12.84 -20.73 4.52 1.51
C 10.62 -17.31 9.98 0.39
C 15.91 -24.17 2.22 -0.46
C 6.97 -24.90 11.72 -1.39
C 12.75 -17.39 10.77 0.45
C 13.05 -20.72 11.56 0.56
C 13.49 -17.63 1.47 0.45
C 8.24 -21.22 7.14 -0.98
C 8.18 -20.73 4.66 0.49
C 12.59 -22.16 4.97 0.85
C 13.90 -21.89 11.13 -0.58
C 14.40 -19.46 0.50 2.12
C 10.97 -21.45 -1.70 -1.12
C 14.83 -20.12 -0.79 -1.21
C 15.56 -16.45 6.65 0.23
C 15.47 -18.70 1.31 -0.56
C 15.51 -17.70 7.51 0.44
C 10.56 -16.19 3.64 -0.33
C 12.33 -24.97 7.51 -1.39
C 7.61 -21.52 5.81 0.33
C 9.56 -21.87 -1.23 0.47
C 8.41 -21.09 0.52 0.68
C 10.99 -24.68 6.83 2.17
C 15.44 -24.39 0.71 1.06
C 12.41 -20.80 12.88 -1.33
C 11.86 -19.85 5.23 -0.19
C 9.21 -17.31 1.85 -1.57
C 8.81 -22.94 4.44 0.32
C 12.52 -21.28 9.42 0.37
C 16.16 -18.29 5.47 0.60
C 10.38 -24.21 12.01 0.43
C 8.41 -24.84 11.24 0.48
H 14.41 -18.01 7.56 -0.35
H 13.49 -16.36 6.43 -0.09
H 12.57 -24.13 8.14 -0.02
H 14.30 -14.76 6.16 0.43
H 10.86 -20.79 -2.57 0.46
H 10.40 -15.32 2.98 0.35
H 10.65 -22.74 0.38 -0.36
H 9.28 -15.75 10.28 0.41
H 7.86 -21.85 7.94 0.33
H 9.55 -23.88 -0.16 0.34
H 10.84 -19.90 4.97 -0.87
H 6.92 -25.77 12.34 0.38
H 7.99 -20.19 7.34 0.52
H 9.14 -16.38 8.59 0.19
H 16.72 -24.82 2.51 0.49
H 11.55 -22.41 5.20 -1.29
H 15.10 -24.39 2.86 0.18
H 9.09 -22.34 -2.12 0.18
H 13.16 -20.93 13.72 0.38
H 9.97 -17.09 1.08 0.36
H 13.53 -19.79 11.42 0.24
H 8.79 -18.18 1.47 0.24
H 8.46 -16.47 1.82 0.33
H 13.83 -20.45 4.82 -0.07
H 8.70 -25.66 10.59 0.31
H 16.54 -15.85 6.72 0.25
H 11.52 -20.96 -0.90 0.00
H 6.56 -21.38 5.90 0.52
H 10.39 -25.68 4.82 0.33
H 15.96 -17.63 8.55 0.25
H 10.91 -23.72 6.42 -1.16
H 14.19 -15.38 7.77 0.38
H 15.59 -25.82 -0.93 0.36
H 13.27 -22.42 5.80 0.38
H 16.73 -26.06 0.33 0.43
H 11.89 -19.82 13.01 0.34
H 11.66 -21.61 13.10 0.12
H 11.73 -17.41 8.00 -0.27
H 6.91 -23.99 12.34 0.38
H 7.49 -20.57 3.83 0.32
H 12.13 -18.78 5.13 0.06
H 12.30 -25.89 8.19 0.48
H 14.92 -21.73 11.42 0.39
H 6.32 -24.95 10.82 0.31
H 13.86 -20.51 -1.21 -0.06
H 12.00 -20.10 6.26 0.37
H 14.37 -24.13 0.51 -0.12
H 13.95 -20.21 1.17 -1.05
H 10.59 -15.42 9.11 0.40
H 11.45 -22.35 -2.09 0.40
H 15.19 -19.48 -1.55 0.47
H 11.23 -26.72 6.05 0.32
H 9.98 -18.03 10.40 0.44
H 11.23 -19.05 8.66 -0.37
H 11.62 -16.26 3.81 0.16
H 13.18 -25.13 6.84 0.36
H 9.31 -21.27 7.11 -0.15
H 8.29 -22.72 10.95 0.33
H 16.05 -18.25 0.52 0.39
H 13.44 -22.85 11.41 0.22
H 16.15 -19.28 1.93 0.42
H 15.08 -26.54 0.67 0.35
H 15.63 -20.81 -0.67 0.34
H 8.76 -23.51 9.49 -0.65
H 8.72 -19.84 5.05 -0.87
H 10.71 -18.15 2.99 -0.75

Kohn-Sham gap for every record listed, in sequence, given in eV: 7.20 11.07.
Total energy for every record listed, in sequence, given in hartree: -2582.0800 -4199.2714.
Energy above the lowest of the compared OMol25 structures with the same formula, charge and spin for every record listed, in sequence, given in eV: 5.6257 2.6124.